{
  "formula": "C2H5Cl3O",
  "method": "ωB97M-V/def2-TZVPD",
  "total_charge": 0,
  "gap_ev": 11.697,
  "homo_ev": -11.166,
  "smiles": "CC(Cl)(Cl)Cl.O",
  "relative_energy_ev": 0.112,
  "elements": ["Cl", "Cl", "Cl", "O", "C", "C", "H", "H", "H", "H", "H"],
  "coordinates": [[1.542, -0.995, 0.930], [-0.630, 0.955, 1.029], [-0.230, -0.734, -1.259], [1.477, 3.489, -2.048], [-0.128, -0.646, 0.480], [-0.974, -1.794, 1.121], [-0.696, -2.786, 0.729], [-0.658, -1.731, 2.176], [1.499, 2.704, -1.456], [-2.072, -1.693, 1.077], [0.871, 3.231, -2.779]]
}


{
  "formula": "C4H12NO2",
  "method": "ωB97M-V/def2-TZVPD",
  "total_charge": -1,
  "gap_ev": 7.384,
  "homo_ev": -3.130,
  "relative_energy_ev": 1.011,
  "elements": ["O", "O", "N", "C", "C", "C", "C", "H", "H", "H", "H", "H", "H", "H", "H", "H", "H", "H", "H"],
  "coordinates": [[-0.834, -1.209, 1.316], [-2.893, -0.071, -0.658], [1.484, -0.180, 0.490], [1.507, 1.234, 0.195], [0.763, -0.991, -0.492], [0.146, 1.928, -0.055], [-0.303, -1.866, 0.254], [1.490, -1.636, -1.015], [2.171, 1.380, -0.659], [0.240, -0.385, -1.230], [-0.091, 2.127, -1.105], [2.012, 1.730, 1.022], [-1.020, -2.196, -0.539], [-2.625, -0.975, -0.387], [0.176, 2.897, 0.445], [0.222, -2.829, 0.511], [-0.641, 1.260, 0.288], [0.928, -0.376, 1.329], [-2.730, 0.156, 0.290]]
}


{
  "formula": "CHF3OS2",
  "method": "ωB97M-V/def2-TZVPD",
  "total_charge": 0,
  "gap_ev": 8.485,
  "homo_ev": -8.910,
  "relative_energy_ev": 2.143,
  "elements": ["S", "S", "F", "F", "F", "O", "C", "H"],
  "coordinates": [[-1.818, -0.402, 0.033], [-0.190, -0.970, 0.089], [1.831, -0.558, -1.951], [0.554, 1.143, -1.347], [2.044, 0.425, -0.043], [-1.788, 0.456, 1.520], [1.217, 0.138, -0.975], [-1.850, -0.233, 2.674]]
}


{
  "formula": "C12H18BN3O4S",
  "method": "ωB97M-V/def2-TZVPD",
  "total_charge": 0,
  "gap_ev": 8.391,
  "homo_ev": -8.728,
  "elements": ["S", "O", "O", "O", "O", "N", "N", "N", "C", "C", "C", "C", "C", "C", "C", "C", "C", "C", "C", "C", "B", "H", "H", "H", "H", "H", "H", "H", "H", "H", "H", "H", "H", "H", "H", "H", "H", "H", "H"],
  "coordinates": [[2.211, 4.417, -0.008], [1.009, -2.399, 1.327], [-2.211, -1.600, 4.182], [-1.019, 1.442, 1.518], [-1.351, -0.686, 1.042], [3.402, -2.307, 0.881], [2.768, 3.223, 0.908], [1.336, 3.602, -1.066], [2.263, 2.099, 0.400], [2.461, 0.772, 0.843], [-1.762, -1.568, -0.020], [1.825, -0.252, 0.217], [-3.042, 1.016, 0.374], [0.239, -1.164, -1.604], [0.956, -0.009, -0.925], [-1.282, -1.177, -1.402], [-0.021, 1.631, -2.622], [0.783, 1.250, -1.415], [-1.727, 0.626, 0.997], [1.437, 2.312, -0.733], [2.060, -1.695, 0.830], [4.013, -1.643, 1.354], [-2.834, 1.711, -0.434], [0.646, -2.132, -1.323], [0.647, 2.067, -3.366], [-1.708, -1.939, -2.059], [3.095, 0.599, 1.703], [-1.356, -2.538, 0.244], [-3.578, 1.571, 1.139], [0.424, -1.049, -2.672], [-1.880, -1.086, 3.438], [-1.730, -0.234, -1.711], [-3.666, 0.198, 0.039], [0.320, -1.809, 1.656], [-0.520, 0.791, -3.091], [-2.418, -2.462, 3.809], [3.786, -2.330, -0.061], [-0.729, 2.412, -2.358], [-2.847, -1.660, -0.030]]
}


{
  "formula": "C4H7NO",
  "method": "ωB97M-V/def2-TZVPD",
  "total_charge": 0,
  "gap_ev": 9.348,
  "homo_ev": -8.884,
  "relative_energy_ev": 4.437,
  "elements": ["O", "N", "C", "C", "C", "C", "H", "H", "H", "H", "H", "H", "H"],
  "coordinates": [[2.329, -0.477, 0.914], [0.474, 0.711, 0.250], [-1.730, -0.492, 0.368], [-0.010, 0.218, -1.451], [-0.315, -0.467, -0.165], [1.828, 0.564, 0.573], [0.259, -1.361, 0.085], [2.385, 1.513, 0.510], [0.184, 1.523, -0.331], [0.967, -0.159, -1.803], [-2.297, -1.266, -0.159], [-1.752, -0.716, 1.440], [-2.224, 0.468, 0.194]]
}


{
  "formula": "C6H11O4Pr",
  "method": "ωB97M-V/def2-TZVPD",
  "s_squared": 3.766,
  "total_charge": 1,
  "gap_ev": [7.045, 7.198],
  "homo_ev": [-11.779, -11.941],
  "spin_multiplicity": 4,
  "elements": ["Pr", "O", "O", "O", "O", "C", "C", "C", "C", "C", "C", "H", "H", "H", "H", "H", "H", "H", "H", "H", "H", "H"],
  "coordinates": [[-1.128, -0.786, -1.039], [-2.999, -1.035, -0.262], [0.743, -0.946, -0.389], [-1.118, 0.333, 1.115], [4.733, -0.981, 3.407], [-2.199, -0.238, 1.873], [5.129, -2.303, 3.135], [1.047, -0.462, 0.766], [4.350, -0.261, 2.278], [-3.375, -0.383, 0.910], [0.191, 0.149, 1.609], [5.101, -0.315, 1.472], [3.164, -0.447, 1.799], [4.303, -2.872, 2.672], [-2.435, 0.411, 2.729], [-1.877, -1.225, 2.244], [5.407, -2.772, 4.086], [0.426, 0.584, 2.579], [-3.775, 0.630, 0.698], [5.998, -2.327, 2.455], [-4.171, -0.930, 1.451], [4.357, 0.800, 2.555]]
}